No. 1
C3H5NO4 | ωB97M-V/def2-TZVPD

Each line ends with the natural charge from an NBO analysis.
Element x y z (Å)
N 1.923 0.270 -0.559  -0.8398
C 0.811 -0.494 -0.574  0.7252
O 0.592 -1.484 -1.213  -0.5967
C -0.164 -0.277 0.908  -0.0810
O -0.805 -1.410 1.369  -0.6762
C -0.962 0.754 0.247  0.7402
O -0.402 1.486 -0.595  -0.6519
O -2.272 0.533 0.195  -0.6481
H 1.805 1.231 -0.276  0.4184
H 2.611 0.073 -1.271  0.3995
H 0.571 0.121 1.606  0.2135
H -1.025 -1.954 0.595  0.4929
H -2.683 1.151 -0.431  0.5040

* ΔE to the lowest compared entry with this formula, charge and spin: 1.296 eV
* spin multiplicity: 1
* molecular weight: 119.08 Da
* HOMO-LUMO gap: 10.3 eV
* structure (SMILES): NC(=O)[C@H](O)C(=O)O



No. 2
C8H9N5OSbSe4Ti | ωB97M-V/def2-TZVPD

Each line ends with the natural charge from an NBO analysis.
Element x y z (Å)
Ti -0.588 0.454 -1.079  0.3547
C 0.295 -0.729 2.310  -0.2277
C -0.902 -0.413 2.927  -0.1575
C -1.471 0.847 2.752  -0.2609
C -0.834 1.788 1.962  -0.1945
C 0.395 1.487 1.366  -0.2749
C 0.955 0.227 1.536  -0.2144
H 0.719 -1.718 2.416  0.2198
H -1.408 -1.157 3.532  0.1977
H -2.420 1.087 3.217  0.2154
H -1.284 2.758 1.793  0.2316
H 0.928 2.229 0.783  0.2662
H 1.906 0.010 1.064  0.2695
Se 3.739 1.517 -0.773  -0.6803
Sb 2.038 0.802 -2.307  0.8626
Se 1.045 -1.452 -1.635  -0.5751
Se -1.465 2.542 -1.544  -0.5978
Se 2.254 0.942 -4.672  -0.6343
N -3.817 1.021 0.380  -0.6339
N -3.397 -0.292 0.357  0.1921
N -4.121 -1.265 0.835  -0.2474
C -3.294 -2.302 0.715  0.1059
N -2.112 -1.963 0.214  -0.2138
N -2.195 -0.671 -0.022  -0.1427
H -4.668 1.072 -0.172  0.3757
H -3.082 1.580 -0.097  0.4234
H -3.560 -3.303 1.004  0.2118
O -1.889 -0.086 -4.050  -0.4590
C -1.423 0.087 -3.036  0.5878

* ΔE to the lowest compared entry with this formula, charge and spin: 0.048 eV
* spin multiplicity: 3
* molecular weight: 676.66 Da
* total charge: -1
* HOMO-LUMO gap (alpha / beta): 6.3 / 5.6 eV



No. 3
C4H8F3O5STl | ωB97M-V/def2-TZVPD

Each line ends with the Löwdin charge.
Element x y z (Å)
O -0.127 0.732 1.485  -0.5270
O 0.880 -0.672 2.333  -0.2573
C 1.664 -1.442 1.547  -0.3827
O 0.838 -2.267 0.690  -0.4316
C 1.538 -2.995 -0.289  -0.0913
Tl -1.099 -1.235 1.105  0.9352
H 2.260 -2.142 2.170  0.1441
H 2.329 -0.845 0.887  0.1341
H 0.803 -3.530 -0.903  0.0987
H 2.125 -2.323 -0.940  0.0995
H 2.214 -3.730 0.181  0.1012
S -0.489 2.248 0.271  0.9956
O 0.409 3.394 0.448  -0.3214
O -1.818 2.845 -0.451  -0.3478
C 0.196 1.319 -1.249  -0.7108
F 1.490 1.117 -1.099  0.1605
F -0.418 0.136 -1.335  0.0551
F -0.028 2.001 -2.356  0.1632
C -2.969 1.986 -0.589  -0.0897
H -3.801 2.654 -0.832  0.0985
H -3.172 1.458 0.352  0.0834
H -2.827 1.290 -1.426  0.0904

* ΔE to the lowest compared entry with this formula, charge and spin: 0.448 eV
* spin multiplicity: 1
* molecular weight: 429.55 Da
* HOMO-LUMO gap: 8.0 eV



No. 4
C9H10ClN2PS | ωB97M-V/def2-TZVPD

Each line ends with the natural charge from an NBO analysis.
Element x y z (Å)
C 0.169 -2.911 2.846  -0.2268
C 0.789 -1.733 2.504  -0.1865
C -0.780 -3.470 2.065  -0.1878
C 0.341 -1.066 1.421  -0.2319
C -1.130 -2.875 0.827  -0.2000
C -0.630 -1.602 0.615  0.0829
C -1.362 1.201 -1.197  0.1597
C 0.134 2.300 -2.852  -0.6019
C -0.829 2.545 -1.774  -0.4347
N -0.691 0.183 -0.975  -0.2202
N -1.118 -1.011 -0.584  -0.2723
P -3.585 -0.591 -0.334  0.5588
S -3.167 1.358 -0.857  -0.1106
Cl -4.179 -1.251 -2.141  -0.2921
H 0.511 -3.263 3.848  0.2128
H 1.498 -1.377 3.144  0.2070
H -1.399 -4.259 2.316  0.2097
H 0.649 0.011 1.421  0.2224
H -2.030 -3.183 0.355  0.2188
H 0.891 1.781 -2.352  0.2156
H 0.501 3.155 -3.318  0.2146
H -0.276 1.599 -3.663  0.2116
H -1.672 3.170 -2.184  0.2219
H -0.415 3.044 -0.870  0.2292

* ΔE to the lowest compared entry with this formula, charge and spin: 0.000 eV
* spin multiplicity: 1
* molecular weight: 244.69 Da
* HOMO-LUMO gap (alpha / beta): 6.9 / 6.9 eV



No. 5
C4H12O | ωB97M-V/def2-TZVPD

Each line ends with the natural charge from an NBO analysis.
Element x y z (Å)
C 1.398 0.760 0.067  -0.6766
C 1.164 1.801 -1.026  -0.0759
O -0.265 2.043 -1.124  -0.7258
H 0.589 0.046 0.242  0.2243
H 2.045 1.026 0.924  0.2302
H 2.247 0.071 -0.238  0.2073
H 1.470 2.829 -0.787  0.1958
H 1.454 1.420 -1.995  0.1670
H -0.697 1.210 -1.298  0.4527
C -1.165 -1.605 1.571  -0.6308
C -1.086 -2.637 0.470  -0.6135
H -1.761 -0.815 1.101  0.2157
H -1.724 -2.058 2.411  0.2081
H -0.186 -1.438 2.029  0.2173
H -0.926 -2.204 -0.539  0.1913
H -1.961 -3.255 0.283  0.2098
H -0.171 -3.250 0.546  0.2029

* ΔE to the lowest compared entry with this formula, charge and spin: 1.509 eV
* spin multiplicity: 1
* molecular weight: 76.14 Da
* HOMO-LUMO gap: 11.2 eV
* structure (SMILES): CCO.CC



No. 6
C4H7BrN3O2S | ωB97M-V/def2-TZVPD

Each line ends with the natural charge from an NBO analysis.
Element x y z (Å)
C 0.995 -0.117 -1.108  0.4562
C -0.447 0.559 0.796  0.4402
C -2.335 1.545 -0.406  0.0250
C -2.376 0.832 2.066  -0.4622
N 0.303 0.562 -0.258  -0.3887
N 3.446 -1.598 -0.957  -1.0210
N -1.834 1.004 0.748  -0.4708
O 1.497 -2.192 -2.434  -0.8306
O 2.120 0.271 -1.663  -0.5897
S 2.716 -1.435 -2.433  1.6808
Br -4.151 1.571 -0.569  0.1817
H 0.567 -1.047 -1.571  0.2399
H -0.105 0.202 1.678  0.2040
H -1.901 1.397 2.853  0.2300
H -3.418 1.263 1.918  0.2492
H -2.319 -0.248 2.374  0.2223
H 4.356 -1.165 -0.905  0.4258
H 2.887 -1.405 -0.131  0.4080

* ΔE to the lowest compared entry with this formula, charge and spin: 2.627 eV
* spin multiplicity: 1
* molecular weight: 241.09 Da
* total charge: +1
* HOMO-LUMO gap: 7.5 eV